*w*
Here is an isolated molecule of C4H5FS from OMol25. Energies are from ωB97M-V/def2-TZVPD.

## Properties
Structure (SMILES): C#C[C@H](S)CF
LUMO level, eV: 0.893
Total charge: 0

Positions of all 11 atoms, in Å:
S  0.910  -1.811  -0.098
F  -2.048  -1.100  -0.073
C  1.041  0.847  0.223
C  1.813  1.738  -0.010
C  0.110  -0.256  0.430
C  -1.220  -0.018  -0.312
H  2.425  2.589  -0.194
H  -0.053  -0.365  1.525
H  -0.176  -2.557  -0.140
H  -1.098  0.055  -1.398
H  -1.704  0.879  0.048

*x*
Here is a structure of composition C4H5FS from OMol25. Energies are from ωB97M-V/def2-TZVPD.

## Properties
LUMO level, eV: -1.086
Total charge: 0

Positions of all 11 atoms, in Å:
S  0.305  1.279  1.759
F  1.548  -1.440  -0.636
C  1.407  -0.669  0.454
C  0.176  0.233  0.426
C  -1.894  0.634  -0.690
C  -0.569  0.149  -0.853
H  1.349  -1.348  1.257
H  2.319  -0.085  0.625
H  0.188  -0.515  -1.536
H  -2.118  1.027  0.571
H  -2.713  0.735  -1.378

*y*
Here is an isolated molecule of C4H5FS from OMol25. Energies are from ωB97M-V/def2-TZVPD.

## Properties
Structure (SMILES): FC1=CSCC1
LUMO level, eV: 0.913
Total charge: 0

Positions of all 11 atoms, in Å:
S  -1.526  -0.558  0.004
F  2.353  -0.271  -0.074
C  0.153  -1.110  0.020
C  -1.006  1.167  -0.108
C  1.035  -0.145  0.044
C  0.491  1.207  0.101
H  -1.250  1.708  -1.070
H  0.337  -2.240  0.046
H  0.643  1.660  1.147
H  0.997  1.876  -0.588
H  -1.528  1.652  0.718

Which one is most stable, and which one is least stable? *y* is the most stable of them, while *x* is the least stable.

*w*
Here is an isolated molecule of CH4NOPS from OMol25. Energies are from ωB97M-V/def2-TZVPD.

## Properties
Structure (SMILES): O=C(P)NS
LUMO level, eV: 0.302
Total charge: 0

Positions of all 9 atoms, in Å:
S  2.914  -0.355  0.166
P  -1.495  -0.358  0.159
O  0.382  1.716  0.310
N  1.126  -0.529  0.126
C  0.280  0.535  0.319
H  0.684  -1.407  0.007
H  -2.473  0.546  -0.102
H  2.738  0.615  -0.635
H  -1.679  -0.184  1.539

*x*
Here is a cluster of 2 separate species, CH4NOPS in total from OMol25. Energies are from ωB97M-V/def2-TZVPD.

## Properties
LUMO level, eV: -0.113
Total charge: 0

Positions of all 9 atoms, in Å:
S  1.840  -0.095  -0.083
P  -0.857  0.907  -0.338
O  0.618  -1.145  -0.637
N  0.804  1.341  0.073
C  -0.604  -0.890  0.124
H  -0.561  -0.832  1.227
H  -0.564  0.650  -1.723
H  -1.332  -1.610  -0.197
H  0.656  1.674  1.552

*y*
Here is an isolated molecule of CH4NOPS from OMol25. Energies are from ωB97M-V/def2-TZVPD.

## Properties
LUMO level (spin up / spin down), eV: -1.416 / -1.100
Total charge: 0

Positions of all 9 atoms, in Å:
S  -0.068  2.115  -0.404
P  0.674  -0.221  1.083
O  -1.253  -0.074  -0.951
N  1.010  1.015  -0.012
C  -0.743  -1.129  -0.378
H  1.659  0.897  -0.762
H  -1.195  -1.496  0.484
H  -0.231  0.594  1.787
H  0.147  -1.701  -0.848

Which one is most stable, and which one is least stable? *w* is the most stable of them, while *x* is the least stable.